No. 1
Density functional theory data (the ωB97M-V functional and the def2-TZVPD basis) for C4H6O2 in the gas phase at a distorted geometry.

The spin multiplicity is 1. The value obtained for the HOMO-LUMO gap is 10.5 eV. Its LUMO energy is 0.029 Ha. For the energy relative to the best compared isomer or geometry (same formula, charge and spin), the calculation gives 34.73 kcal/mol. The charge is 0. The SMILES is CC(=O)CC=O. For the energy, the calculation gives -306.450956 Ha.

Positions of all 12 atoms, in Å:
C -0.319 -1.007 -0.368
C 0.828 1.243 -0.320
C -1.385 -0.473 0.599
C 0.940 -0.322 0.074
O -1.429 0.372 1.459
O 1.784 -0.751 0.789
H -2.185 -1.240 0.653
H -0.603 -0.663 -1.362
H -0.236 -2.088 -0.362
H 1.845 1.638 -0.221
H 0.222 1.799 0.405
H 0.538 1.493 -1.348

How positive or negative is each atom? The Mulliken charges in e answer that: C -0.61; C -1.05; C 0.08; C 0.62; O -0.45; O -0.50; H 0.32; H 0.29; H 0.34; H 0.32; H 0.31; H 0.34

---

No. 2
Density functional theory data (the ωB97M-V functional and the def2-TZVPD basis) for 8 unconnected molecules or ions with the total composition C35H81F3NO7 at a distorted geometry.

The spin multiplicity is 1. The value obtained for the HOMO-LUMO gap is 6.6 eV. Its LUMO energy is -0.147 Ha. The charge is +1. For the energy, the calculation gives -2262.827495 Ha.

Positions of all 127 atoms, in Å:
F 6.023 -6.203 2.627
C 5.019 -6.037 3.493
F 5.475 -6.266 4.688
F 4.121 -6.938 3.192
C 4.499 -4.627 3.405
C 3.782 -4.396 2.063
C 3.892 -2.977 1.462
C 4.537 -1.857 2.289
C 5.940 -1.763 1.800
N 6.071 -2.398 0.708
C 4.821 -2.970 0.229
H 3.761 -4.549 4.194
H 5.356 -3.990 3.586
H 4.195 -5.098 1.344
H 2.741 -4.661 2.192
H 2.936 -2.709 1.035
H 4.684 -2.060 3.353
H 3.984 -0.926 2.345
H 6.777 -1.263 2.257
H 7.002 -2.440 0.299
H 4.950 -3.869 -0.361
H 4.412 -2.247 -0.481
C -0.825 -4.801 2.259
C -0.433 -3.650 3.170
O -0.024 -2.481 2.479
C -0.985 -1.891 1.612
C -2.259 -1.458 2.311
H 0.002 -5.062 1.595
H -1.088 -5.678 2.851
H -1.682 -4.553 1.633
H 0.423 -3.949 3.779
H -1.243 -3.415 3.868
H -1.209 -2.564 0.777
H -0.499 -1.014 1.180
H -2.791 -2.300 2.756
H -2.930 -0.974 1.600
H -2.034 -0.751 3.112
C 1.316 0.869 4.592
C 1.345 -0.649 4.650
O 2.306 -1.169 5.557
C 2.154 -0.791 6.918
C 0.828 -1.211 7.526
H 2.299 1.261 4.318
H 0.587 1.204 3.852
H 1.044 1.312 5.550
H 1.612 -1.038 3.668
H 0.353 -1.050 4.879
H 2.311 0.287 7.032
H 2.966 -1.282 7.455
H -0.020 -0.740 7.027
H 0.792 -0.930 8.579
H 0.697 -2.291 7.449
C 5.896 -6.015 -4.745
C 6.142 -4.615 -4.213
O 6.123 -4.527 -2.793
C 7.084 -5.314 -2.106
C 8.523 -4.980 -2.460
H 4.938 -6.396 -4.387
H 5.883 -6.005 -5.835
H 6.669 -6.716 -4.429
H 5.349 -3.954 -4.562
H 7.080 -4.209 -4.605
H 6.883 -6.378 -2.261
H 6.923 -5.122 -1.041
H 8.738 -5.164 -3.512
H 9.207 -5.589 -1.869
H 8.733 -3.927 -2.262
C -2.752 1.224 -2.825
C -3.651 1.057 -1.611
O -3.002 1.305 -0.377
C -2.465 2.607 -0.210
C -3.500 3.713 -0.300
H -1.885 0.564 -2.751
H -3.300 0.981 -3.736
H -2.380 2.245 -2.922
H -4.000 0.024 -1.567
H -4.546 1.683 -1.702
H -1.651 2.778 -0.925
H -2.012 2.623 0.784
H -3.978 3.747 -1.280
H -3.033 4.683 -0.125
H -4.285 3.564 0.444
C 2.522 5.354 -3.779
C 1.500 5.436 -2.659
O 0.766 4.239 -2.460
C 1.516 3.089 -2.124
C 2.309 3.229 -0.834
H 2.037 5.083 -4.718
H 3.019 6.316 -3.907
H 3.291 4.607 -3.579
H 0.760 6.199 -2.904
H 1.973 5.753 -1.723
H 2.171 2.802 -2.954
H 0.790 2.282 -2.009
H 3.057 4.020 -0.896
H 2.827 2.295 -0.608
H 1.644 3.470 -0.003
C -9.227 -0.076 -1.738
C -9.005 1.321 -1.183
O -9.054 1.394 0.230
C -8.103 0.615 0.932
C -6.661 0.967 0.609
H -10.187 -0.471 -1.402
H -9.219 -0.055 -2.828
H -8.453 -0.773 -1.413
H -9.799 1.978 -1.541
H -8.063 1.741 -1.555
H -8.288 -0.453 0.765
H -8.289 0.800 1.990
H -6.422 0.793 -0.441
H -5.979 0.364 1.211
H -6.470 2.021 0.818
C -6.350 7.945 -3.787
C -5.507 7.118 -2.831
O -5.202 5.820 -3.309
C -4.471 5.750 -4.520
C -3.112 6.428 -4.460
H -7.284 7.429 -4.014
H -6.584 8.913 -3.343
H -5.837 8.128 -4.732
H -6.061 6.970 -1.903
H -4.588 7.652 -2.563
H -5.068 6.148 -5.348
H -4.332 4.687 -4.722
H -3.196 7.498 -4.268
H -2.586 6.299 -5.407
H -2.505 5.994 -3.663

Atomic partial charges in e from the Mulliken method, atoms 1 to 99: F -0.28; C 0.77; F -0.27; F -0.26; C -0.69; C -0.99; C 1.17; C -1.30; C -0.16; N 0.14; C -1.33; H 0.26; H 0.31; H 0.48; H 0.27; H 0.50; H 0.36; H 0.42; H 0.52; H 0.22; H 0.46; H 0.34; C -1.36; C -0.49; O -0.14; C -0.44; C -0.95; H 0.26; H 0.44; H 0.33; H 0.43; H 0.47; H 0.36; H 0.24; H 0.34; H 0.26; H 0.22; C -1.30; C 0.44; O -0.35; C -0.38; C -1.02; H 0.33; H 0.39; H 0.32; H -0.12; H 0.15; H 0.32; H 0.36; H 0.25; H 0.40; H 0.28; C -1.04; C -0.38; O -0.35; C -0.11; C -1.19; H 0.30; H 0.39; H 0.28; H 0.31; H 0.31; H 0.28; H 0.23; H 0.29; H 0.41; H 0.30; C -1.20; C -0.14; O -0.30; C 0.05; C -1.02; H 0.27; H 0.44; H 0.20; H 0.44; H 0.14; H 0.03; H 0.32; H 0.13; H 0.45; H 0.23; C -1.08; C -0.37; O -0.30; C -0.28; C -1.06; H 0.30; H 0.40; H 0.25; H 0.32; H 0.32; H 0.34; H 0.24; H 0.30; H 0.32; H 0.29; C -1.05; C -0.21

---

No. 3
Density functional theory data (the ωB97M-V functional and the def2-TZVPD basis) for a molecular structure, C31H27BrIN5OSW at a distorted geometry.

The spin multiplicity is 3. The value obtained for the HOMO-LUMO gap (alpha / beta) is 6.4 / 7.0 eV. Its LUMO energy (alpha / beta) is -0.253 / -0.240 Ha. Its expectation value of S² is 2.02. For the energy relative to the best compared isomer or geometry (same formula, charge and spin), the calculation gives 8.35 kcal/mol. The charge is +2. For the energy, the calculation gives -4882.865832 Ha.

Positions of all 68 atoms, in Å:
W -0.067 -0.039 0.171
I 2.400 -1.376 0.025
C 3.356 0.439 -0.450
C 4.704 0.430 -0.627
C 5.352 1.649 -0.920
C 4.626 2.803 -0.994
C 3.224 2.798 -0.794
C 2.481 4.007 -0.832
C 1.133 4.021 -0.613
C 0.461 2.810 -0.385
C 1.121 1.594 -0.359
C 2.545 1.584 -0.533
H 5.279 -0.486 -0.553
H 6.424 1.656 -1.078
H 5.120 3.744 -1.210
H 3.009 4.932 -1.037
H 0.582 4.953 -0.617
H -0.609 2.850 -0.230
Br -2.441 -3.871 -4.826
C -1.729 -2.763 -3.491
C -1.579 -1.404 -3.738
C -1.072 -0.580 -2.748
C -0.663 -1.104 -1.517
C -0.818 -2.480 -1.307
C -1.358 -3.315 -2.274
H -1.862 -0.997 -4.701
H -0.971 0.478 -2.952
H -0.486 -2.928 -0.373
H -1.469 -4.378 -2.100
N -4.827 -0.922 1.412
N -3.887 -0.158 0.789
N -4.215 0.914 0.098
C -3.028 1.384 -0.240
N -2.058 0.614 0.258
N -2.635 -0.381 0.928
H -5.743 -0.706 1.053
H -4.579 -1.900 1.413
H -2.880 2.270 -0.839
O -0.135 0.051 2.234
S -0.617 -0.559 3.592
C 0.582 0.099 4.796
C 2.010 -0.324 4.652
C 2.824 0.219 3.661
C 4.148 -0.183 3.555
C 4.667 -1.126 4.432
C 3.858 -1.672 5.421
C 2.533 -1.273 5.528
C -0.141 -2.293 3.466
C -0.752 -3.109 4.581
C 0.070 -3.881 5.394
C -0.480 -4.668 6.398
C -1.852 -4.676 6.603
C -2.680 -3.892 5.806
C -2.132 -3.113 4.797
H 0.149 -0.215 5.750
H 0.449 1.176 4.685
H 2.429 0.972 2.989
H 4.784 0.257 2.793
H 5.709 -1.419 4.361
H 4.258 -2.398 6.118
H 1.903 -1.691 6.310
H 0.948 -2.334 3.466
H -0.522 -2.570 2.484
H 1.145 -3.871 5.237
H 0.165 -5.276 7.021
H -2.280 -5.290 7.386
H -3.751 -3.888 5.971
H -2.781 -2.497 4.180

How positive or negative is each atom? The Mulliken charges in e answer that: W 1.53; I 0.17; C 0.82; C -0.66; C -0.64; C -0.93; C 0.79; C -0.67; C -1.22; C -0.25; C 0.36; C 0.03; H 0.48; H 0.43; H 0.42; H 0.43; H 0.45; H 0.28; Br -0.12; C 0.00; C -0.61; C -0.35; C 0.89; C -0.39; C -0.76; H 0.46; H 0.48; H 0.22; H 0.46; N -0.56; N 1.06; N -0.93; C -0.26; N -0.08; N -0.35; H 0.31; H 0.27; H 0.49; O -0.62; S 0.22; C -1.37; C 0.08; C -0.11; C -0.69; C -0.52; C -0.72; C -0.21; C -0.47; C 0.28; C -0.34; C -0.76; C -0.46; C -0.78; C -0.07; H 0.60; H 0.61; H 0.54; H 0.51; H 0.43; H 0.43; H 0.52; H 0.41; H 0.29; H 0.48; H 0.41; H 0.40; H 0.42; H 0.43

---

No. 4
Density functional theory data (the ωB97M-V functional and the def2-TZVPD basis) for a molecular structure, C22H45BrO5Si4Y at a distorted geometry.

The spin multiplicity is 1. The value obtained for the HOMO-LUMO gap is 6.4 eV. Its LUMO energy is -0.130 Ha. For the energy relative to the best compared isomer or geometry (same formula, charge and spin), the calculation gives 46.19 kcal/mol. The charge is +1. For the energy, the calculation gives -5011.646557 Ha.

Positions of all 78 atoms, in Å:
Y 0.428 -0.376 0.083
C -1.890 -3.561 -0.460
O -1.083 -2.612 -1.156
C -1.393 -2.507 -2.537
C -0.149 -2.160 -3.318
O 0.424 -0.970 -2.792
C 1.427 -0.415 -3.644
C 2.373 0.412 -2.798
O 1.664 1.400 -2.054
C 1.372 2.563 -2.825
H -1.812 -4.547 -0.921
H -2.939 -3.251 -0.448
H -1.507 -3.613 0.556
H -2.159 -1.736 -2.680
H -1.770 -3.460 -2.917
H -0.426 -2.010 -4.366
H 0.573 -2.980 -3.244
H 0.930 0.198 -4.403
H 1.997 -1.202 -4.145
H 3.128 0.878 -3.437
H 2.863 -0.223 -2.059
H 2.297 3.030 -3.171
H 0.839 3.252 -2.177
H 0.749 2.326 -3.691
C -0.649 -0.726 4.296
Si -2.166 0.043 3.467
C -3.241 0.992 4.701
C -3.196 -1.331 2.665
Si -1.479 1.583 1.787
Si -2.962 2.127 0.011
C -4.143 3.464 0.634
C -3.951 0.607 -0.546
C -1.945 2.767 -1.459
Si 0.257 3.128 2.311
C -0.483 4.715 3.025
C 1.185 3.580 0.719
C 1.476 2.319 3.514
H -0.937 -1.554 4.946
H -0.123 0.004 4.911
H 0.058 -1.117 3.560
H -3.575 0.349 5.518
H -4.133 1.391 4.216
H -2.701 1.831 5.144
H -3.529 -2.056 3.410
H -2.618 -1.876 1.914
H -4.084 -0.924 2.181
H -4.593 3.163 1.581
H -4.953 3.648 -0.074
H -3.625 4.409 0.797
H -4.761 0.390 0.150
H -3.312 -0.279 -0.602
H -4.401 0.761 -1.529
H -1.519 3.747 -1.237
H -2.556 2.878 -2.357
H -1.122 2.086 -1.697
H -1.040 5.258 2.260
H 0.296 5.384 3.399
H -1.166 4.517 3.851
H 0.521 4.065 0.003
H 1.628 2.705 0.233
H 1.995 4.280 0.933
H 1.026 2.147 4.492
H 2.348 2.956 3.669
H 1.829 1.357 3.133
Br 6.768 -5.526 -3.503
C 5.508 -4.624 -2.406
C 5.645 -4.653 -1.030
C 4.746 -3.956 -0.235
C 3.715 -3.236 -0.817
C 3.575 -3.244 -2.201
C 4.467 -3.933 -3.004
C 2.777 -2.338 -0.054
O 1.780 -2.788 0.555
O 3.006 -1.093 -0.154
H 6.452 -5.212 -0.578
H 4.855 -3.984 0.841
H 2.753 -2.712 -2.662
H 4.360 -3.922 -4.080

How positive or negative is each atom? The Mulliken charges in e answer that: Y 0.86; C -1.07; O 0.12; C -0.78; C -0.52; O 0.09; C -0.65; C -0.77; O 0.01; C -0.73; H 0.34; H 0.37; H 0.27; H 0.31; H 0.48; H 0.40; H 0.27; H 0.31; H 0.57; H 0.48; H 0.15; H 0.31; H 0.14; H 0.36; C -0.98; Si 0.60; C -1.12; C -0.62; Si -0.44; Si 0.36; C -1.14; C -0.76; C -0.59; Si 0.43; C -1.13; C -0.81; C -1.01; H 0.39; H 0.29; H 0.26; H 0.38; H 0.31; H 0.32; H 0.44; H -0.18; H 0.28; H 0.31; H 0.38; H 0.31; H 0.32; H -0.04; H 0.42; H 0.35; H 0.51; H -0.26; H 0.31; H 0.38; H 0.32; H 0.17; H 0.10; H 0.50; H 0.25; H 0.39; H 0.31; Br -0.17; C -0.03; C -0.46; C -0.50; C 0.14; C 0.26; C -0.74; C 1.09; O -0.82; O -0.84; H 0.44; H 0.48; H 0.06; H 0.47